Entry from the Open Molecules 2025 dataset: a 3-piece molecular cluster, C2H10NO3 overall (ωB97M-V with the def2-TZVPD basis set).

total charge: -1
energy: -9869.0490 eV
multiplicity: 1
largest force on an atom: 0.868 eV/Å
orbital gap: 7.904 eV
energy above the lowest of the compared OMol25 structures with the same formula, charge and spin: 16.6 kcal per mole

Structure (XYZ):
```
16
Properties=species:S:1:pos:R:3:nbo_charge:R:1
C -1.04 -1.23 -0.13 -0.074
O -0.45 -0.09 -0.68 -0.832
C -1.57 -0.97 1.29 -0.248
N -0.61 -1.26 2.37 -0.842
H -0.34 -2.08 -0.12 0.145
H -1.89 -1.51 -0.78 0.129
H -2.52 -1.49 1.46 0.153
H -1.82 0.09 1.29 0.191
H 0.23 -0.74 2.11 0.364
H -0.28 -2.21 2.19 0.332
H 0.62 -0.18 -0.44 0.499
H 2.05 0.16 0.84 0.410
O 1.92 -0.24 -0.03 -1.228
H 2.03 3.17 -2.90 0.461
H 0.82 2.46 -2.32 0.495
O 1.14 3.33 -2.59 -0.957
```